No. 1
{"formula": "C40H39ClN2O2P2PdSSi", "method": "ωB97M-V/def2-TZVPD", "homo_lumo_gap_ev": [7.6, 6.9], "e_tot_ha": -3766.19298, "multiplicity": 3, "lumo_ev": [0.2, -0.7], "fmax_ev_per_a": 1.18, "symbols": ["Pd", "Cl", "S", "P", "P", "Si", "O", "O", "N", "N", "C", "C", "C", "C", "C", "C", "C", "C", "C", "C", "C", "C", "C", "C", "C", "C", "C", "C", "C", "C", "C", "C", "C", "C", "C", "C", "C", "C", "C", "C", "C", "C", "C", "C", "C", "C", "C", "C", "C", "C", "H", "H", "H", "H", "H", "H", "H", "H", "H", "H", "H", "H", "H", "H", "H", "H", "H", "H", "H", "H", "H", "H", "H", "H", "H", "H", "H", "H", "H", "H", "H", "H", "H", "H", "H", "H", "H", "H", "H"], "xyz": [[-0.19061, 0.18677, -0.32195], [3.77672, 7.00229, -3.76378], [-2.32036, -0.97220, -1.01481], [2.46110, 0.16196, 0.70902], [0.90006, -2.00363, 0.27054], [-5.80601, -0.51903, -0.12718], [1.29370, 0.95696, -2.32298], [0.08376, 2.19655, -0.94625], [-1.93766, 0.91324, 0.65634], [2.57401, -1.52964, 0.25250], [3.05487, 4.40655, -3.96072], [5.54165, 2.70863, 0.03648], [-6.64848, 0.59586, -1.39438], [-1.13055, -2.68974, 3.70413], [-0.24816, -5.14316, -2.08249], [2.39365, 3.27326, -3.52054], [4.16550, 0.77853, 0.48803], [-6.94123, -0.79082, 1.35688], [1.60805, 3.31656, -2.37288], [6.56862, 0.58962, 0.52083], [0.94561, 2.06166, -1.87918], [-0.18644, -3.90145, -1.45978], [-0.73951, -2.23741, 2.45107], [-5.42446, -2.19512, -0.89603], [0.52764, -2.54356, 1.96265], [1.10075, 0.66391, 4.51262], [2.16153, 5.64275, -2.08249], [0.87473, -3.59430, -0.62002], [-3.44272, 2.25399, 1.87541], [1.25491, 0.68448, 3.13254], [2.93480, 5.57993, -3.22953], [3.14154, -0.59331, 4.71074], [-4.28207, 0.41168, 0.50958], [-2.94679, 0.18199, 0.13896], [2.04345, 0.02302, 5.29781], [1.81597, -5.77816, -1.03062], [0.74843, -6.07979, -1.87076], [1.49272, 4.50248, -1.66136], [-4.48758, 1.46976, 1.39041], [3.29486, -0.57191, 3.33557], [1.87513, -4.54622, -0.40608], [5.31819, 0.01149, 0.65885], [2.34847, 0.06416, 2.53435], [3.06978, -1.59149, -1.16283], [6.68132, 1.94142, 0.21492], [1.40511, -3.29406, 2.74238], [1.01570, -3.73473, 3.99533], [-2.16220, 1.93430, 1.47780], [4.28707, 2.12656, 0.16588], [-0.25436, -3.43666, 4.47392], [-6.37032, -2.70113, -1.11368], [-2.11840, -2.45119, 4.07791], [-7.56902, 0.14217, -1.76969], [0.51883, 1.16628, 2.50035], [5.62243, 3.75795, -0.21700], [2.39969, -3.51121, 2.37489], [-7.22930, 0.13836, 1.85239], [3.87464, -1.09280, 5.33209], [-1.41739, -1.65011, 1.84087], [-0.97235, -3.17686, -1.62989], [0.24300, 1.14101, 4.96991], [3.66288, 4.38862, -4.85472], [3.06923, -2.62061, -1.50675], [4.09164, -1.22094, -1.19066], [-3.62588, 3.08705, 2.53881], [-0.55617, -3.78420, 5.45422], [1.70246, -4.30944, 4.60402], [-7.86014, -1.28734, 1.03473], [2.08583, 6.56980, -1.53135], [-1.29232, 2.49757, 1.79295], [7.45956, -0.01249, 0.64729], [2.60016, -6.50570, -0.86472], [-5.98485, 0.76747, -2.24494], [7.66008, 2.39144, 0.10741], [-4.84568, -2.83847, -0.23158], [-5.49800, 1.70824, 1.70732], [5.22937, -1.04480, 0.88474], [2.71163, -4.31020, 0.24055], [-1.08068, -5.36947, -2.73596], [0.87219, 4.52480, -0.77653], [2.48096, 2.33339, -4.04886], [0.70030, -7.04473, -2.35897], [3.39625, 2.72546, -0.00154], [-6.46085, -1.43037, 2.10071], [1.92441, -0.00154, 6.37420], [2.46685, -0.97948, -1.84031], [-4.86878, -2.09409, -1.82777], [4.14745, -1.05511, 2.87691], [-6.90414, 1.57039, -0.97287]]}

No. 2
{"formula": "C40H39MgNO7P2S2", "method": "ωB97M-V/def2-TZVPD", "homo_lumo_gap_ev": 5.8, "e_tot_ha": -3808.23692, "lumo_ev": 0.0, "fmax_ev_per_a": 5.50, "symbols": ["S", "S", "P", "P", "Mg", "O", "O", "O", "O", "O", "O", "O", "N", "C", "C", "C", "C", "C", "C", "C", "C", "C", "C", "C", "C", "C", "C", "C", "C", "C", "C", "C", "C", "C", "C", "C", "C", "C", "C", "C", "C", "C", "C", "C", "C", "C", "C", "C", "C", "C", "C", "C", "C", "H", "H", "H", "H", "H", "H", "H", "H", "H", "H", "H", "H", "H", "H", "H", "H", "H", "H", "H", "H", "H", "H", "H", "H", "H", "H", "H", "H", "H", "H", "H", "H", "H", "H", "H", "H", "H", "H", "H"], "xyz": [[0.24147, -3.12360, 2.55154], [3.42768, -1.58002, 1.78520], [-1.36462, -0.85508, -2.18806], [2.18613, -0.77426, -1.95567], [-0.05833, -0.28039, 0.79136], [-1.79556, 0.31108, -0.05059], [0.24149, -1.81932, 1.81964], [2.90841, -2.37126, 0.70257], [0.37417, -4.23527, 1.65864], [-0.85781, -3.14516, 3.48630], [4.84099, -1.32883, 1.87145], [1.83116, 0.20128, 0.61372], [-0.49744, 1.03949, 2.45267], [3.22089, 1.20561, 2.39531], [3.42551, 1.34850, -0.73678], [0.68795, 1.63114, -5.46675], [-3.45486, -2.70032, -2.32849], [5.77411, -3.56436, -2.83189], [2.60385, -3.76898, 5.71823], [-0.23546, -2.31304, -2.03953], [-4.71392, -1.50067, -4.48365], [4.87148, -1.70621, -1.59171], [0.41180, 2.18703, -4.22870], [-0.64398, 1.42923, 4.79650], [5.92998, -2.55073, -1.89779], [2.50685, 0.34912, -0.59534], [1.58344, -3.73424, 4.77969], [-2.87202, -1.58012, -2.92270], [-0.25512, 1.43590, -3.27088], [3.78637, -3.09518, 5.47526], [-1.70974, 2.77880, 0.08144], [-0.41272, 2.36031, 2.23077], [3.90180, 2.10807, 1.60992], [2.94296, -2.38950, 3.32362], [3.50188, -2.86947, -3.17718], [0.98813, -1.98932, -1.19708], [3.95066, -2.41271, 4.28006], [-0.64110, 0.12816, -3.53677], [3.64016, -1.86910, -2.21429], [-2.52966, 1.51281, 0.26247], [-4.64243, -3.22261, -2.81651], [-3.52162, -0.98004, -3.99985], [2.52871, 0.02743, 1.92438], [0.28881, 0.32960, -5.75108], [-0.61472, 0.58276, 3.70482], [-0.37160, -0.41671, -4.79172], [4.01604, 2.20007, 0.21438], [-5.27470, -2.62523, -3.89782], [1.72652, -3.04833, 3.57970], [4.55360, -3.72183, -3.47533], [-0.34310, 2.79180, 0.79015], [-0.54341, 2.79414, 4.57661], [-0.43361, 3.26670, 3.27949], [-2.98813, -3.17200, -1.47186], [0.65594, -1.67517, -0.20112], [-0.44284, 1.85973, -2.28972], [-3.09254, -0.10544, -4.47165], [3.14761, 1.38336, 3.46184], [0.50656, -0.10468, -6.71827], [-2.32303, 3.60292, 0.45688], [4.87709, -1.90200, 4.05954], [2.46258, -4.31734, 6.64033], [3.78317, 1.45598, -1.76056], [-2.85163, 1.39570, 1.29489], [1.21837, 2.20778, -6.21346], [4.42409, -4.50176, -4.21546], [6.60035, -4.22446, -3.06331], [1.55420, -2.89354, -0.97642], [0.37918, 2.16159, 0.25928], [-0.54600, 3.48526, 5.40939], [1.76177, -0.26275, 2.64027], [4.58645, -3.10262, 6.20346], [-5.07506, -4.09672, -2.34733], [4.39661, 2.90289, 2.16297], [-0.80661, -3.10691, -1.55288], [0.04031, -2.68297, -3.03043], [-0.34455, 4.32473, 3.07450], [-1.54999, 2.96946, -0.98292], [-0.73584, 1.01897, 5.79166], [4.66035, 2.97680, -0.17645], [6.87755, -2.41869, -1.39096], [-6.20135, -3.03358, -4.27944], [0.73022, 3.19605, -4.00124], [-1.82730, 0.06853, -0.99666], [0.07420, 3.79660, 0.72940], [-3.41970, 1.53947, -0.36473], [2.55989, -2.98387, -3.70553], [-5.20209, -1.02556, -5.32492], [5.01050, -0.92363, -0.85495], [-0.68604, -0.49414, 3.81696], [0.64465, -4.23121, 4.97927], [-0.66716, -1.43606, -5.01331]]}